Record 1
Computed, not measured: a gas-phase ion, C6H11O (charge -2), with the ωB97M-V functional and the def2-TZVPD basis.

Output
highest occupied orbital energy (alpha / beta)	3.966 / 0.120	eV
energy	-8442.33779	eV
energy above the lowest of the compared OMol25 structures with the same formula, charge and spin	0.0	kcal/mol
expectation value of S²	0.751
frontier orbital gap (alpha / beta)	2.866 / 6.831	eV

The geometry in ORCA input format:
```
! RIJCOSX wB97M-V def2-TZVPD def2/J DEFGRID3
* xyz -2 2
C -2.1443 -0.8460 -1.4644
O -1.7219 -2.0976 -1.6182
C -1.5379 0.0029 -0.2301
C -0.2007 -0.5223 0.2735
C 0.5478 0.4764 1.2011
C 2.7585 0.6697 -0.0089
C 2.0514 0.5816 1.1026
H -3.2525 -0.7787 -1.2676
H -1.9376 -0.1683 -2.3424
H -1.3950 1.0204 -0.6217
H -2.2886 0.0365 0.5720
H -0.4097 -1.4788 0.7686
H 0.4181 -0.7362 -0.5949
H 0.1837 1.4610 0.8914
H 0.2595 0.2683 2.2258
H 2.2779 0.5719 -0.9791
H 3.8405 0.7973 0.0273
H 2.5506 0.7417 2.0652
*
```



Record 2
Computed, not measured: 7 unconnected molecules or ions with the total composition C30H47N3O17P2, with the ωB97M-V functional and the def2-TZVPD basis.

Output
highest occupied orbital energy	-6.730	eV
energy	-89721.60436	eV
frontier orbital gap	5.391	eV

The geometry in ORCA input format:
```
! RIJCOSX wB97M-V def2-TZVPD def2/J DEFGRID3
* xyz 0 1
C -1.1840 -5.6054 -4.9485
C 0.3172 -5.2419 -5.0338
N 0.6219 -4.0102 -5.7832
C 0.4701 -3.7533 -7.1267
C 0.9295 -2.3970 -7.3033
N 1.6187 -1.9850 -6.1882
C 1.4833 -2.9712 -5.2595
C 2.3782 -0.7746 -6.0947
H -1.7330 -4.8514 -4.3845
H -1.2528 -6.4552 -4.2693
H -1.7508 -5.8196 -5.8545
H 0.9261 -6.0495 -5.4402
H 0.7543 -5.1123 -4.0437
H -0.1791 -4.3864 -7.7134
H 1.0214 -1.7861 -8.1892
H 1.8644 -2.9404 -4.2494
H 3.0553 -0.9156 -5.2523
H 1.6695 0.0403 -5.9470
H 2.8814 -0.5043 -7.0230
N 1.1726 0.9340 -0.8942
O 2.3898 0.7898 -1.2576
O 0.9075 1.2979 0.2218
O 0.3070 0.8472 -1.8192
C -7.5279 -1.1315 -2.4078
C -6.2892 -0.6573 -2.8849
C -6.1129 -0.1583 -4.1513
C -7.1918 -0.0610 -4.9458
C -8.4686 -0.4131 -4.4509
C -8.6102 -1.1097 -3.2285
O -9.8693 -1.6481 -2.9124
O -4.8137 0.0032 -4.5678
H -7.4021 -1.5767 -1.4319
H -5.4122 -0.8055 -2.2723
H -7.0243 0.3826 -5.9162
H -9.4227 -0.3329 -4.9506
H -10.2960 -1.2125 -2.1708
H -4.1005 0.1630 -3.9454
C 8.2480 -3.5256 3.4260
C 7.1479 -3.0354 2.7293
C 6.4926 -3.8954 1.8177
C 6.9314 -5.1463 1.4888
C 7.9248 -5.7227 2.3111
C 8.5683 -4.8581 3.2851
O 9.7231 -5.3288 3.7387
O 5.4342 -3.3747 1.1707
H 8.9508 -2.9212 3.9802
H 6.9509 -1.9880 2.9044
H 6.3411 -5.7555 0.8203
H 8.1533 -6.7721 2.1970
H 10.0614 -4.6720 4.3517
H 5.4626 -2.4164 1.1212
C -4.8502 -4.4304 2.2790
C -4.3775 -3.2276 2.8555
C -3.1321 -2.7946 2.4345
C -2.3012 -3.5715 1.6122
C -2.7143 -4.7903 1.1463
C -4.0144 -5.2418 1.4280
O -4.4810 -6.3981 0.8278
O -2.6418 -1.5783 2.8710
H -5.6984 -4.9559 2.6921
H -4.7718 -2.6449 3.6750
H -1.3797 -3.0728 1.3501
H -2.1460 -5.2985 0.3814
H -5.4335 -6.2918 0.7735
H -2.1230 -1.1609 2.1794
C 7.7046 4.3692 6.3419
O 8.2998 5.2693 5.4071
P 7.9089 4.9946 3.8376
O 8.4816 6.0245 2.9666
O 6.3003 4.9219 3.9360
C 5.4362 4.7155 2.8324
O 8.4586 3.4496 3.7301
C 9.5036 3.0994 3.0010
H 6.9428 3.7188 5.9121
H 7.2642 4.8859 7.1946
H 8.4252 3.7344 6.8575
H 5.7185 3.9869 2.0726
H 5.3073 5.6872 2.3557
H 4.4547 4.5117 3.2606
H 10.4032 2.7983 3.5378
H 9.8732 3.9560 2.4373
H 9.1948 2.3845 2.2383
C -8.1339 7.3624 3.6933
O -7.4564 6.5748 2.6340
P -5.9760 7.1425 2.0977
O -5.6171 8.5169 2.5903
O -5.8800 6.9781 0.4364
C -6.2793 5.8010 -0.3226
O -4.9872 6.0202 2.7093
C -3.6583 6.2441 2.5888
H -7.5740 8.1711 4.1630
H -8.3965 6.6781 4.5001
H -9.0955 7.7100 3.3155
H -5.3965 5.3494 -0.7752
H -6.9640 6.1928 -1.0748
H -6.8059 5.0288 0.2382
H -3.3293 7.0854 1.9787
H -3.3878 5.3815 1.9799
H -3.1923 6.3327 3.5702
*
```



Record 3
Computed, not measured: a molecular structure, C23H17Br4N5O3Pt, with the ωB97M-V functional and the def2-TZVPD basis.

Output
highest occupied orbital energy (alpha / beta)	-12.613 / -12.613	eV
energy	-321118.65937	eV
energy above the lowest of the compared OMol25 structures with the same formula, charge and spin	4.1	kcal/mol
frontier orbital gap (alpha / beta)	4.456 / 4.455	eV

The geometry in ORCA input format:
```
! RIJCOSX wB97M-V def2-TZVPD def2/J DEFGRID3
* xyz 2 1
Pt 0.5363 -1.1067 0.8071
Br 4.5295 -4.6643 -4.0428
C 3.1950 -4.0093 -2.9511
C 1.8257 -4.6607 -3.0306
Br 1.6287 -6.1203 -4.1345
C 0.7650 -4.2071 -2.3296
Br -0.9512 -4.9304 -2.4023
C 0.9490 -3.0795 -1.4483
O 0.0391 -2.5591 -0.8243
C 2.3758 -2.4749 -1.2833
O 2.4995 -1.5932 -0.4646
C 3.4502 -2.9804 -2.1224
Br 5.0973 -2.1312 -1.9502
N 0.9672 -1.6235 2.7017
C 1.0987 -1.8421 3.8408
N 1.2185 -2.0187 5.1028
C 2.5480 -2.0195 5.7741
C 2.8667 -3.4472 6.1830
O 1.8338 -3.9781 6.9860
C 0.5980 -4.0444 6.3053
C 0.1339 -2.6554 5.9039
H 2.4590 -1.3819 6.6522
H 3.2953 -1.6058 5.1003
H 3.7763 -3.4617 6.7794
H 3.0180 -4.0690 5.2908
H -0.1219 -4.4891 6.9887
H 0.6831 -4.6829 5.4165
H -0.0126 -2.0319 6.7846
H -0.7834 -2.6786 5.3193
N -1.3628 4.7004 -2.7016
C -2.2969 5.4207 -3.4099
C -2.3106 6.7379 -3.8773
C -3.4383 7.1241 -4.5546
C -4.5244 6.2422 -4.7728
C -4.5047 4.9525 -4.3097
C -3.3634 4.5353 -3.6124
N -3.0806 3.3110 -3.0448
C -1.8948 3.4483 -2.5140
C -1.2425 2.3620 -1.8085
C 0.0352 2.4548 -1.2457
C 0.5668 1.3773 -0.5826
N -0.1194 0.2286 -0.4624
C -1.3416 0.1008 -1.0207
C -1.9235 1.1426 -1.6885
H -0.4647 5.0384 -2.4067
H -1.4885 7.4214 -3.7116
H -3.4992 8.1342 -4.9373
H -5.3883 6.6030 -5.3144
H -5.3310 4.2726 -4.4686
H 0.6299 3.3545 -1.3178
H 1.5563 1.4068 -0.1436
H -1.8267 -0.8606 -0.9186
H -2.9051 1.0380 -2.1286
*
```